--- a ---
48
Properties=species:S:1:pos:R:3 method="wB97M-V/def2-TZVPD" multiplicity=1 gap_ev=8.74 e_homo_ev=-8.1168 smiles="CCOC(=O)N1CCN(C(=S)Nc2ccccc2C(C)C)CC1" molar_mass_g_mol=335.47
C -5.49071 -2.52391 -0.86140
C -5.45689 -1.02546 -0.62605
O -4.13324 -0.66359 -0.22979
C -3.99875 0.59522 0.24269
O -4.90849 1.38653 0.31617
N -2.73483 0.85372 0.65908
C -1.60617 -0.02215 0.45256
C -0.63090 0.61814 -0.54290
N -0.26444 1.94461 -0.09330
C 0.99045 2.44471 -0.11004
S 1.30829 4.06964 -0.16698
N 2.04926 1.57794 -0.13844
C 2.17570 0.39082 0.61237
C 1.51476 0.26198 1.83028
C 1.65061 -0.88900 2.58146
C 2.46492 -1.91129 2.12695
C 3.13669 -1.77585 0.92494
C 3.00128 -0.63778 0.14221
C 3.74352 -0.47879 -1.16403
C 5.16400 0.02234 -0.88326
C 3.78577 -1.77021 -1.98154
C -1.41111 2.81347 0.06142
C -2.37419 2.19154 1.07419
H -4.78168 -2.79830 -1.63803
H -6.48867 -2.82027 -1.17028
H -5.22888 -3.05278 0.05117
H -6.15736 -0.72739 0.16121
H -5.71665 -0.47504 -1.53763
H -1.95635 -0.98025 0.07315
H -1.09925 -0.17913 1.41098
H 0.25136 -0.00828 -0.65925
H -1.13094 0.70907 -1.51764
H 2.91999 2.05065 -0.34668
H 0.91521 1.08498 2.19050
H 1.13688 -0.97882 3.52686
H 2.58532 -2.81006 2.71238
H 3.77714 -2.57649 0.58996
H 3.21938 0.27438 -1.76267
H 5.69866 0.18611 -1.81599
H 5.14586 0.95736 -0.32695
H 5.71061 -0.71079 -0.29413
H 4.17399 -1.56148 -2.97584
H 4.43290 -2.51118 -1.51987
H 2.78865 -2.19332 -2.08262
H -1.06889 3.79066 0.40422
H -1.91957 2.93685 -0.90267
H -3.28783 2.78215 1.14535
H -1.89542 2.13873 2.05792



--- b ---
48
Properties=species:S:1:pos:R:3 method="wB97M-V/def2-TZVPD" multiplicity=1 gap_ev=8.66 e_homo_ev=-7.8764 smiles="CN(C)CCc1c[nH]c2ccc(CS(=O)(=O)N3CCCC3)cc12" molar_mass_g_mol=335.47
C -5.24856 2.98598 1.68160
N -5.30957 2.56833 0.29888
C -5.77970 1.20640 0.17203
C -4.10583 2.85168 -0.45799
C -2.83068 2.11822 -0.01521
C -1.65102 2.43123 -0.87570
C -1.54578 3.31230 -1.91019
N -0.27664 3.28214 -2.43333
C 0.46439 2.36808 -1.74735
C 1.78480 1.96537 -1.90114
C 2.26288 0.99758 -1.04661
C 1.45726 0.43680 -0.04440
C 1.99225 -0.66266 0.80019
S 1.41421 -2.21310 -0.01192
O 0.00363 -2.32048 0.21158
O 1.90892 -2.22367 -1.35474
N 2.11449 -3.52109 0.75781
C 3.55219 -3.63701 0.65877
C 4.12731 -3.19685 2.02131
C 2.91897 -3.16739 2.97460
C 1.75582 -3.73280 2.14115
C 0.14181 0.83395 0.10469
C -0.36860 1.80877 -0.74785
H -6.25558 2.95444 2.09904
H -4.88547 4.01132 1.73151
H -4.60155 2.35044 2.30549
H -6.79299 1.15068 0.57136
H -5.15994 0.47410 0.71085
H -5.80695 0.93285 -0.88120
H -4.31497 2.60006 -1.50165
H -3.93575 3.93100 -0.39795
H -2.59425 2.38736 1.01900
H -2.99907 1.03809 -0.04319
H -2.28177 3.97180 -2.32715
H 0.04198 3.82732 -3.21548
H 2.41253 2.38976 -2.67056
H 3.28056 0.65256 -1.15043
H 1.56876 -0.67150 1.79920
H 3.07632 -0.69301 0.81721
H 3.89081 -3.03626 -0.18409
H 3.79904 -4.68375 0.45740
H 4.88331 -3.90302 2.35998
H 4.59706 -2.21624 1.95480
H 2.70520 -2.14865 3.29630
H 3.08977 -3.76949 3.86488
H 0.79551 -3.25629 2.33009
H 1.65210 -4.80947 2.30763
H -0.48175 0.38046 0.85942



--- c ---
48
Properties=species:S:1:pos:R:3 method="wB97M-V/def2-TZVPD" multiplicity=1 gap_ev=8.28 e_homo_ev=-8.0022 smiles="CCOC(=O)N1CCN(C(=S)Nc2ccccc2C(C)C)CC1" molar_mass_g_mol=335.47
C 0.75503 4.30821 3.90830
C 1.89184 4.49274 3.02532
O 1.87156 3.67352 2.13619
C 1.39240 3.92136 1.01917
O 0.78057 4.85773 0.93074
N 1.46657 3.02700 -0.06222
C 2.30077 1.86009 0.21731
C 2.49830 0.97334 -1.15316
N 1.02755 0.71804 -1.49695
C 0.44567 -0.73635 -1.33117
S 1.69890 -2.01886 -1.26826
N -0.81054 -0.86975 -1.75177
C -1.12058 -2.24082 -1.80874
C -1.55439 -2.77354 -3.03290
C -2.00669 -3.95253 -3.30148
C -2.37779 -4.78909 -2.44348
C -1.92772 -4.31525 -1.01840
C -1.57998 -2.95877 -0.78749
C -1.07820 -2.50005 0.62160
C -2.53586 -2.41344 1.26685
C -0.42022 -3.53335 1.54903
C -0.04280 1.72787 -1.57208
C 0.87402 3.01245 -1.29822
H 0.58412 4.95175 4.72970
H 0.66326 3.26323 4.38148
H -0.25245 4.37103 3.38410
H 2.81060 4.39665 3.52873
H 1.87363 5.58641 2.63708
H 1.88195 1.16807 1.10853
H 3.36824 2.19553 0.48946
H 2.96153 1.45514 -1.73131
H 2.88622 -0.05199 -0.62963
H -1.08934 -0.22331 -2.44458
H -1.31702 -2.02815 -3.94861
H -2.34104 -4.27603 -4.26868
H -2.72125 -5.76308 -2.48219
H -2.38110 -4.86219 -0.17419
H -0.82856 -1.52816 0.46836
H -3.10377 -1.76077 0.83137
H -3.26131 -3.23768 1.23206
H -2.50220 -2.07919 2.29954
H -0.12109 -3.06529 2.21016
H -0.66778 -4.46411 1.59004
H 0.63038 -3.64657 0.89138
H -0.10876 1.59719 -2.46125
H -0.40477 1.58346 -0.72260
H 0.28744 3.89912 -1.25223
H 1.60468 3.04838 -2.01490



The winner here is a, beating the second structure by 39.8 kcal/mol.



--- a ---
8
Properties=species:S:1:pos:R:3 method="wB97M-V/def2-TZVPD" multiplicity=1 gap_ev=9.37 e_homo_ev=-9.0940 smiles="C1=PC1.Cl" molar_mass_g_mol=94.48
C -1.50293 0.64265 0.55026
P -0.09398 1.04001 -0.20962
C -1.01621 -0.59282 -0.09934
H -2.32852 0.95149 1.15325
H -0.58917 -1.38614 0.50544
H -1.52075 -0.95431 -0.98981
Cl 3.52620 -0.19332 0.08315
H 3.52536 0.49244 -0.99333



--- b ---
8
Properties=species:S:1:pos:R:3 method="wB97M-V/def2-TZVPD" multiplicity=1 gap_ev=8.94 e_homo_ev=-8.9482 smiles="C1=PC1.Cl" molar_mass_g_mol=94.48
C -1.30877 0.60750 -0.58491
P 0.08848 1.10951 0.20635
C -0.99564 -0.38716 0.40966
H -2.20415 0.96561 -1.12140
H -1.61517 -0.38558 1.31818
H -0.78685 -1.40490 0.20037
Cl 3.75625 0.26563 -0.29305
H 3.06584 -0.77062 -0.13520



The winner here is a, beating the second structure by 6.3 kcal/mol.



--- a ---
121
Properties=species:S:1:pos:R:3 method="wB97M-V/def2-TZVPD" multiplicity=2 gap_ev="6.51 / 6.32" e_homo_ev="-4.1504 / -3.9422" charge=-1 molar_mass_g_mol=853.02
Co 1.06514 -0.61348 -0.25867
C -2.83909 1.21426 5.97315
C -3.12794 -0.20335 5.47893
C -2.77220 -1.18650 6.60267
C -4.63174 -0.30459 5.18494
C -2.33352 -0.53450 4.21495
C -1.47149 0.35940 3.59514
C -0.84245 0.03548 2.40006
Se 0.33317 1.31152 1.60308
C -0.87607 2.00949 0.28439
C -1.91236 2.83105 0.66900
C -2.87166 3.25326 -0.25185
C -2.72767 2.78326 -1.55008
C -1.69697 1.94293 -1.98178
C -0.69184 1.57498 -1.05364
O 0.37004 0.89526 -1.37451
C -1.75618 1.45933 -3.44538
C -1.60740 2.66105 -4.38826
C -3.11952 0.78972 -3.69279
C -0.68632 0.43023 -3.83109
C -4.00614 4.17479 0.19662
C -4.97573 4.49719 -0.94080
C -4.80217 3.50531 1.32663
C -3.42048 5.49634 0.71525
C -1.06686 -1.19087 1.71780
O -0.62321 -1.39613 0.52478
C -1.83266 -2.16707 2.43281
C -2.46345 -1.78572 3.60850
C -2.03909 -3.61804 1.95172
C -3.49265 -3.79973 1.49107
C -1.75217 -4.58835 3.10977
C -1.12014 -4.04545 0.80016
H -3.42653 1.41655 6.87324
H -3.10521 1.96068 5.22097
H -1.78343 1.34480 6.22307
H -3.31240 -0.93591 7.52199
H -1.70037 -1.15545 6.81126
H -3.02896 -2.21248 6.33027
H -5.21874 -0.05379 6.07537
H -4.90664 -1.31324 4.86898
H -4.90802 0.38258 4.38168
H -1.27434 1.33390 4.02352
H -1.97642 3.12399 1.71236
H -3.47239 3.07063 -2.28340
H -2.38550 3.40899 -4.21868
H -1.66898 2.33555 -5.43265
H -0.63793 3.14178 -4.23665
H -3.95171 1.48909 -3.58823
H -3.27492 -0.02233 -2.97789
H -3.15461 0.37288 -4.70484
H 0.32434 0.82101 -3.73932
H -0.86411 0.12830 -4.87077
H -0.74103 -0.45471 -3.19505
H -5.44710 3.59322 -1.33419
H -4.47233 5.00725 -1.76585
H -5.76684 5.15595 -0.57091
H -5.23711 2.56426 0.98191
H -5.61190 4.15945 1.66717
H -4.16631 3.27970 2.18488
H -2.86164 6.00234 -0.07574
H -2.73625 5.32371 1.54825
H -4.21698 6.16438 1.06030
H -3.10165 -2.51728 4.09758
H -4.19631 -3.60858 2.30541
H -3.65804 -4.82006 1.12618
H -3.71951 -3.10200 0.68075
H -2.40771 -4.42740 3.96669
H -0.72049 -4.47352 3.45011
H -1.89096 -5.62081 2.77309
H -1.33976 -3.50036 -0.11239
H -1.26883 -5.11805 0.62395
H -0.06902 -3.86824 1.03535
C 8.61975 -1.40148 0.50465
C 8.14686 -1.06146 -0.90640
C 6.91347 -1.84436 -1.34815
C 5.69384 -1.65414 -0.45072
N 5.35106 -0.25676 -0.24111
C 4.51183 0.43988 -1.05276
S 4.00767 -0.13702 -2.53590
N 4.11229 1.62423 -0.53895
C 3.09525 2.48356 -1.14794
C 3.57742 3.30113 -2.33665
C 4.70406 4.29502 -2.05882
C 6.08441 3.66244 -1.86959
H 9.55986 -0.89959 0.74209
H 8.77821 -2.47816 0.61699
H 7.89084 -1.09819 1.25980
H 8.95793 -1.25646 -1.61351
H 7.92731 0.00743 -0.97202
H 7.14475 -2.91595 -1.37068
H 6.63621 -1.54819 -2.36180
H 5.87250 -2.08153 0.53649
H 4.83121 -2.16341 -0.87944
H 5.41722 0.07160 0.70810
H 4.21508 1.72118 0.45875
H 2.78009 3.16530 -0.35317
H 2.23110 1.88018 -1.43206
H 2.69865 3.84668 -2.69355
H 3.87689 2.62021 -3.13895
H 4.44939 4.89928 -1.18028
H 4.75699 4.98979 -2.90197
H 6.16961 3.14647 -0.91302
H 6.87167 4.41850 -1.91604
H 6.27808 2.92324 -2.65162
C 2.34790 -1.32151 1.09312
H 2.80022 -2.29586 0.86613
H 1.79928 -1.42496 2.03658
H 3.15431 -0.59800 1.25797
N 1.14553 -1.94046 -1.67459
C 0.60994 -2.76946 -2.25427
C -0.13166 -3.73882 -3.03150
C -1.51891 -3.65567 -3.01868
C -2.25799 -4.55741 -3.77007
C -1.61127 -5.52708 -4.52490
C -0.22601 -5.60316 -4.52912
C 0.52087 -4.70525 -3.77988
H -1.99713 -2.89238 -2.41645
H -3.33794 -4.49701 -3.76647
H -2.19040 -6.22987 -5.11096
H 0.27706 -6.35924 -5.11718
H 1.60217 -4.75108 -3.77184



--- b ---
121
Properties=species:S:1:pos:R:3 method="wB97M-V/def2-TZVPD" multiplicity=2 gap_ev="6.02 / 5.96" e_homo_ev="-4.1523 / -4.0857" charge=-1 molar_mass_g_mol=853.02
Co 0.13869 0.32936 0.18235
C -2.18897 -6.36099 2.73835
C -1.29009 -5.64761 3.74842
C -2.06154 -5.52167 5.06917
C -0.04995 -6.52183 3.97838
C -0.86597 -4.26905 3.25931
C -1.23812 -3.73559 2.04024
C -0.79453 -2.48706 1.63210
Se -1.34078 -1.84354 -0.07929
C -0.02978 -2.60666 -1.23764
C -0.11025 -3.94666 -1.55423
C 0.84126 -4.55631 -2.36221
C 1.85061 -3.73363 -2.84767
C 1.96698 -2.37387 -2.57408
C 0.99736 -1.76137 -1.72942
O 1.01395 -0.50245 -1.43916
C 3.16790 -1.64348 -3.19579
C 3.09945 -1.76449 -4.72703
C 4.46459 -2.30963 -2.70319
C 3.28356 -0.15014 -2.87352
C 0.74094 -6.04796 -2.66260
C 1.90181 -6.54123 -3.52837
C 0.75687 -6.84363 -1.34966
C -0.56949 -6.34425 -3.40442
C 0.04718 -1.65924 2.43141
O 0.43211 -0.50162 2.04237
C 0.42181 -2.20966 3.70583
C -0.03864 -3.46536 4.05208
C 1.32792 -1.49392 4.72354
C 2.57377 -2.35796 4.98297
C 0.56384 -1.31461 6.04568
C 1.82988 -0.10609 4.30925
H -2.46971 -7.34351 3.12380
H -1.68181 -6.50887 1.78406
H -3.10536 -5.80059 2.54822
H -2.39352 -6.50204 5.42069
H -2.93909 -4.88581 4.94251
H -1.44101 -5.07916 5.84916
H -0.33668 -7.51745 4.32771
H 0.61270 -6.08235 4.72451
H 0.51899 -6.63167 3.05409
H -1.88018 -4.28899 1.36632
H -0.92941 -4.52762 -1.14388
H 2.61043 -4.17304 -3.47960
H 3.06472 -2.80248 -5.05936
H 3.97603 -1.29342 -5.17983
H 2.21101 -1.26009 -5.11148
H 4.53900 -3.34923 -3.02416
H 4.51146 -2.29125 -1.61347
H 5.33291 -1.77330 -3.09328
H 2.43354 0.42293 -3.23496
H 4.18725 0.22313 -3.36522
H 3.35660 0.03962 -1.80608
H 2.86464 -6.37492 -3.04245
H 1.92279 -6.04184 -4.49853
H 1.79829 -7.61386 -3.70705
H 1.67345 -6.64889 -0.79116
H 0.69390 -7.91662 -1.54949
H -0.08200 -6.57109 -0.70892
H -0.61757 -5.78620 -4.34069
H -1.43360 -6.05961 -2.80408
H -0.65235 -7.41005 -3.63135
H 0.26905 -3.85880 5.01516
H 2.32212 -3.33065 5.40675
H 3.24478 -1.84978 5.68043
H 3.11501 -2.53034 4.05164
H 0.21545 -2.26246 6.45670
H -0.30946 -0.67607 5.89691
H 1.20777 -0.83895 6.79052
H 2.42164 -0.13564 3.39851
H 2.44996 0.27763 5.12599
H 1.01512 0.58973 4.12525
C -3.99577 6.20516 -0.50707
C -2.98106 6.34626 -1.63034
C -1.54467 6.06113 -1.20726
C -1.30640 4.66762 -0.62825
N -1.84366 3.59501 -1.45147
C -1.09892 2.96383 -2.39956
S 0.24690 3.67824 -3.07111
N -1.56878 1.74450 -2.75888
C -0.88768 0.86961 -3.71175
C -1.08311 1.23973 -5.17486
C -2.51885 1.22975 -5.69197
C -3.40037 2.35679 -5.16282
H -4.99104 6.52044 -0.82526
H -3.72036 6.80733 0.36235
H -4.08014 5.17592 -0.16230
H -3.03326 7.36255 -2.03109
H -3.24850 5.67958 -2.45438
H -1.23310 6.79301 -0.45441
H -0.88126 6.18209 -2.06537
H -1.76620 4.57102 0.36061
H -0.23559 4.49778 -0.50498
H -2.57756 3.04043 -1.03960
H -2.07912 1.25481 -2.03725
H -1.30045 -0.12841 -3.53722
H 0.16872 0.80799 -3.45191
H -0.50229 0.49861 -5.73532
H -0.62073 2.20723 -5.37969
H -2.98167 0.25995 -5.47924
H -2.48374 1.30305 -6.78356
H -3.72872 2.17763 -4.14125
H -4.29046 2.48335 -5.78253
H -2.85815 3.30438 -5.15837
C 1.35533 1.77277 0.40968
H 1.47563 2.36349 -0.50467
H 2.30587 1.29309 0.66363
H 1.06758 2.44417 1.22553
N -1.48653 1.36440 0.78878
C -2.33165 1.68928 1.49618
C -3.28110 2.14367 2.47346
C -4.38453 2.90561 2.10029
C -5.26109 3.33569 3.08142
C -5.03364 2.99578 4.40912
C -3.93545 2.22392 4.77176
C -3.04563 1.78958 3.80402
H -4.55899 3.15314 1.06339
H -6.11968 3.93273 2.80540
H -5.72331 3.33181 5.17265
H -3.76661 1.95727 5.80613
H -2.18468 1.18760 4.05947



The winner here is b, beating the second structure by 2.5 kcal/mol.



--- a ---
10
Properties=species:S:1:pos:R:3 method="wB97M-V/def2-TZVPD" multiplicity=1 gap_ev=8.02 e_homo_ev=-9.0968 smiles="C#CC=S.C#C" molar_mass_g_mol=96.15
C 1.91740 0.44861 -0.97364
C 0.82585 0.34932 -1.50993
C -0.54007 0.47488 -1.74070
S -1.73782 0.93836 -0.79372
H 2.96955 0.32528 -0.79983
H -0.68981 0.10463 -2.79565
C -0.44634 -0.12815 1.98824
C -0.82474 -1.19291 2.38409
H -0.56643 0.93536 1.59920
H -0.90759 -2.25540 2.64195



--- b ---
10
Properties=species:S:1:pos:R:3 method="wB97M-V/def2-TZVPD" multiplicity=1 gap_ev=9.63 e_homo_ev=-8.7098 smiles=C#C[C@H]1[C@H]2S[C@@H]12 molar_mass_g_mol=96.15
C -2.09913 1.57692 0.01281
C -1.18701 0.81309 -0.19097
C -0.28194 -0.39585 -0.16740
C 1.10558 -0.69264 -0.71872
S 2.04127 0.71307 -0.06383
C 0.95950 -0.45331 0.73991
H -2.76986 2.37744 0.15096
H -0.92651 -1.28117 -0.22955
H 1.77185 -1.44780 -1.04343
H 1.38625 -1.20976 1.51021



The winner here is b, beating the second structure by 17.7 kcal/mol.